{"formula": "C31H36FMoN5O4S4", "method": "ωB97M-V/def2-TZVPD", "lumo_ha": [-0.461, -0.461], "total_charge": 4, "homo_lumo_gap_ev": [5.0, 5.0], "symbols": ["N", "C", "H", "C", "F", "H", "H", "O", "C", "C", "S", "S", "O", "H", "C", "H", "C", "C", "H", "C", "H", "N", "H", "H", "C", "C", "C", "C", "O", "N", "H", "C", "S", "H", "H", "H", "H", "H", "O", "H", "C", "H", "H", "C", "C", "C", "H", "H", "H", "H", "H", "C", "C", "H", "C", "H", "C", "C", "H", "H", "C", "H", "Mo", "H", "N", "C", "C", "H", "C", "H", "H", "N", "H", "S", "C", "H", "H", "C", "C", "C", "H", "C"], "positions_angstrom": [[-2.1500, -5.2231, 5.1683], [4.8447, 3.4542, 0.2116], [1.8549, -4.6407, -4.5192], [-2.3164, 1.5713, 5.4274], [-0.7177, -3.1877, 0.7952], [-3.7444, 2.5919, 4.1637], [0.6160, 2.0317, -5.2467], [-0.4192, 4.1312, -0.5266], [-1.9059, -2.0878, 2.5541], [-3.3923, -3.3552, 4.0851], [0.8959, 5.2353, -3.0597], [-1.9616, 3.1549, -2.9710], [-0.1939, 1.5522, -0.5298], [-1.6260, 2.4133, 5.4587], [0.7634, 0.5176, -7.1213], [-1.1752, -5.0614, 5.4284], [1.5923, -2.6013, -5.1482], [1.1247, -0.3788, -5.9776], [-1.6013, -6.5654, 3.6345], [1.9569, -2.0866, -3.8843], [-4.1986, -3.9398, 3.6337], [-2.4275, 1.5692, 2.9392], [6.8326, 3.9262, 0.2353], [2.4609, -4.2522, -6.1386], [1.8777, -0.7548, -3.6006], [-1.1218, -2.0398, 1.3633], [-1.2039, 0.3634, 1.2395], [1.3525, 0.1276, -4.6280], [0.9213, 2.0733, -3.2720], [6.0294, 3.6510, 0.7777], [0.9497, 0.0002, -8.0596], [-0.8777, 1.5942, 0.5531], [-2.2965, 4.9118, -3.7351], [0.7388, -4.3992, -5.8890], [-2.5093, 3.6099, 2.7611], [3.7788, 2.9169, 2.0299], [1.3439, 1.4387, -7.1297], [-0.6079, -4.5318, 2.8718], [-1.6324, 5.1560, 1.0512], [-0.2992, 0.7719, -7.1015], [0.9486, 1.4161, -4.4124], [-3.8212, -2.3801, 4.2893], [-2.9338, 1.6165, 6.3229], [-1.6965, -4.5789, 2.8095], [4.6539, 3.6154, -1.1829], [-2.9666, -3.9626, 5.4146], [-1.7331, 0.6513, 5.4576], [-3.2473, -5.9443, 3.5402], [-2.3373, -3.2867, 5.9898], [6.1628, 3.5512, 1.7708], [2.3547, -2.7713, -3.1462], [1.6618, -4.0587, -5.4159], [-3.2070, 1.6466, 4.2021], [-3.9626, 0.8638, 4.1744], [3.4100, 3.4564, -1.7130], [3.2606, 3.5969, -2.7778], [-2.2130, -5.6705, 3.7366], [-1.9727, 0.3553, 2.4170], [-1.9565, -4.8870, 1.7958], [1.6326, 2.6287, 0.9129], [-2.1258, 2.6960, 2.3230], [1.0393, -2.1355, -7.1680], [0.3573, 3.1498, -1.8391], [3.0609, -0.9500, -1.8459], [2.3140, 3.1154, -0.9866], [-2.2937, -0.8464, 3.0575], [-1.3760, 2.7759, 1.1567], [-0.2146, -0.9345, -0.1767], [2.5040, 2.9175, 0.3398], [1.5652, -0.0424, -1.5971], [5.4787, 3.8808, -1.8290], [-2.2678, -3.2703, 3.1648], [-3.8312, -4.2369, 6.0164], [-0.7117, 6.0536, -3.8315], [-1.2041, 4.1356, 0.6343], [2.9172, 0.7121, -2.4259], [-2.4802, -5.9751, 5.7777], [2.3818, -0.2272, -2.2944], [-0.7857, -0.8813, 0.7383], [1.2238, -1.7281, -6.1826], [-2.8516, -0.8002, 3.9753], [3.7070, 3.0753, 0.9633]], "lowdin_charge": [0.088, -0.272, 0.094, -0.041, 0.087, 0.135, 0.139, -0.327, -0.103, -0.117, 0.280, 0.279, -0.172, 0.092, -0.013, 0.189, -0.163, -0.145, 0.153, 0.035, 0.145, 0.009, 0.139, 0.123, -0.143, -0.169, -0.050, -0.078, -0.358, 0.201, 0.104, -0.260, 0.237, 0.113, 0.169, 0.129, 0.097, 0.140, 0.212, 0.112, -0.060, 0.124, 0.099, -0.106, 0.030, -0.048, 0.075, 0.145, 0.142, 0.137, 0.136, 0.003, -0.150, 0.125, -0.155, 0.098, -0.077, -0.095, 0.141, 0.110, 0.072, 0.146, 1.353, 0.103, -0.139, 0.070, -0.031, 0.130, -0.103, 0.068, 0.135, -0.051, 0.148, 0.259, -0.443, 0.079, 0.194, -0.007, 0.092, 0.036, 0.094, 0.027]}


{"formula": "C31H36MoN7O4S", "method": "ωB97M-V/def2-TZVPD", "lumo_ha": [-0.100, -0.100], "total_charge": 1, "homo_lumo_gap_ev": [7.2, 7.2], "symbols": ["C", "H", "C", "H", "H", "H", "C", "C", "H", "H", "C", "H", "C", "H", "H", "H", "O", "C", "C", "H", "C", "Mo", "H", "C", "N", "H", "S", "C", "O", "C", "N", "H", "C", "H", "C", "C", "C", "C", "C", "H", "N", "H", "N", "C", "C", "H", "H", "H", "C", "C", "C", "H", "H", "H", "C", "H", "H", "H", "H", "H", "H", "C", "H", "H", "C", "H", "O", "O", "H", "C", "N", "H", "N", "H", "H", "C", "C", "C", "C", "N"], "positions_angstrom": [[2.8797, -0.3589, 0.1792], [0.8474, -3.7085, -1.9228], [-0.1478, -0.2813, -3.4241], [-1.3921, -0.2431, 4.7745], [-2.6480, -5.4295, -3.7413], [3.0010, -1.6954, -2.9767], [-0.2234, -3.7339, -2.0720], [-2.4039, -2.8077, -1.6044], [-4.0699, -3.7957, -2.5390], [-0.6330, 1.3247, -6.7937], [1.2578, 5.1017, -0.0389], [-4.4783, -0.8912, 1.0734], [2.3464, -0.7850, -1.1502], [-4.2755, -2.1241, -0.7911], [3.2282, -2.6813, -1.5274], [4.3113, -1.3275, -1.8277], [0.1253, -0.3151, 1.6368], [0.9196, 1.3674, 4.5777], [-0.8168, -4.6610, -2.9021], [-0.3699, -0.3057, -7.4247], [-2.2035, -4.6885, -3.0915], [-0.7439, 0.0436, -0.3529], [-0.5305, -1.3974, 5.7729], [0.4546, -0.9085, 3.8851], [1.3983, 0.2566, 3.6964], [0.1526, 1.9035, 4.0183], [-1.5240, 0.3701, -2.5414], [0.1932, 2.9614, -0.0065], [0.1734, 1.6843, -0.3390], [-0.3994, -0.5475, 5.1089], [-2.7786, -0.8925, -0.1710], [0.5129, -0.8758, -5.1992], [0.1969, 5.6570, 0.6836], [-0.1956, -5.3845, -3.4153], [-2.9914, -3.7754, -2.4301], [1.2714, 3.7647, -0.3853], [-0.8719, 3.5016, 0.7156], [-3.8223, -0.1774, 0.5749], [4.2248, -0.8550, 2.1041], [-2.0334, -1.1748, -5.7002], [1.0065, -0.6288, -2.9300], [-2.1307, 0.4438, -5.0305], [-0.2982, -0.4786, -4.7500], [0.3389, 0.6208, 5.7665], [-1.0180, -2.7820, -1.4237], [2.3625, 0.0029, 3.8960], [1.1477, 0.2601, 6.4065], [3.4250, -2.3516, 0.7882], [-3.2081, -1.9037, -0.8346], [-1.0858, 0.3401, -6.9114], [3.2794, -1.6644, -1.9306], [-4.4147, 0.4257, -0.1181], [-2.6984, 0.0582, 2.3576], [-1.6918, 5.2747, 1.6194], [-0.8607, 4.8589, 1.0612], [-2.6898, 3.0989, 1.7918], [-3.8222, 1.4040, 2.0419], [4.7419, -1.5637, 2.7398], [4.9257, 0.9116, 3.1397], [2.0851, 5.7335, -0.3373], [2.0824, 3.3150, -0.9402], [3.4925, -1.2958, 1.0153], [0.2066, 6.7075, 0.9398], [1.3283, 0.4674, 2.6817], [4.3180, 0.5124, 2.3372], [1.7413, 2.0446, 4.7964], [-0.4664, -1.8786, -0.6318], [-1.3361, -1.7562, 2.5867], [1.0531, -1.8062, 4.0290], [-1.4771, -0.2420, -5.5644], [1.2234, -0.3513, -1.5964], [-0.3063, 1.2529, 6.3728], [-2.0462, 1.3856, 0.8930], [3.6670, 2.4409, 1.6351], [-1.9610, 0.4352, -7.5536], [-0.3457, -1.0523, 2.5785], [-1.9386, 2.6371, 1.1495], [-3.1337, 0.6922, 1.5833], [3.6307, 1.3658, 1.4840], [2.9318, 0.9512, 0.4285]], "lowdin_charge": [-0.234, 0.110, -0.706, 0.122, 0.105, 0.067, 0.005, -0.164, 0.118, 0.078, -0.057, 0.131, -0.261, 0.145, 0.084, 0.093, -0.173, -0.095, -0.057, 0.074, -0.077, 1.561, 0.128, -0.136, 0.087, 0.136, 0.719, -0.303, -0.315, -0.102, -0.104, 0.140, -0.077, 0.110, -0.026, 0.003, -0.144, -0.173, -0.069, 0.116, 0.011, 0.066, -0.012, -0.143, -0.333, 0.147, 0.123, 0.121, -0.091, -0.085, -0.016, 0.133, 0.101, 0.117, -0.031, 0.134, 0.123, 0.114, 0.108, 0.111, 0.118, -0.011, 0.107, 0.126, -0.088, 0.133, -0.274, 0.074, 0.167, -0.278, -0.040, 0.124, -0.064, 0.112, 0.076, -0.600, -0.060, -0.187, -0.137, 0.143]}


{"formula": "C31H37AuN3O6S", "method": "ωB97M-V/def2-TZVPD", "lumo_ha": 0.052, "total_charge": -1, "homo_lumo_gap_ev": 7.1, "symbols": ["H", "N", "C", "H", "C", "H", "H", "H", "H", "C", "H", "C", "H", "H", "H", "H", "C", "C", "C", "C", "H", "H", "Au", "N", "H", "H", "C", "O", "C", "S", "C", "H", "C", "C", "H", "C", "O", "C", "C", "H", "C", "H", "O", "H", "H", "H", "H", "C", "H", "C", "H", "C", "C", "H", "O", "H", "C", "H", "C", "O", "C", "N", "H", "O", "C", "H", "C", "H", "C", "H", "C", "H", "H", "H", "C", "C", "C", "H", "H"], "positions_angstrom": [[-3.7250, 3.9075, -1.8564], [-0.5369, -0.6663, 2.2934], [2.8620, -0.9165, 0.1733], [-4.6979, -0.0004, -3.2577], [-3.3794, -1.4448, -1.3714], [-3.0277, -1.6750, -0.3640], [-2.8165, 4.3449, 2.0847], [-4.6132, -3.2209, -1.3416], [-4.0223, 4.3951, 0.7934], [-1.1167, -1.5039, 4.7633], [-3.8488, 2.9342, 1.7736], [-1.4966, 4.3673, -0.3559], [-0.7174, 3.9850, -1.0129], [-3.1250, -0.7701, 4.3410], [0.5445, -3.1453, -3.0587], [5.0368, 2.4689, 0.7086], [-4.7218, -2.1547, -1.5529], [-2.9281, 2.3023, -0.6886], [-2.7232, 0.1169, 1.6922], [2.0467, -4.0932, -0.9437], [-1.3798, -1.4747, -2.2392], [-2.2068, -3.0513, -2.2444], [-0.1601, -0.1689, 0.4361], [-2.1240, 0.3325, 0.5023], [-2.1660, 4.9985, -0.9456], [-5.4784, -1.7451, -0.8820], [0.1685, -1.6902, 4.2619], [2.0756, 1.1626, -2.4969], [1.7567, -2.6438, -1.3444], [0.8813, 1.5695, -1.7904], [4.0423, 2.3440, 1.1456], [3.9493, 3.0534, 1.9721], [-3.6651, 2.8331, -1.7400], [5.0766, -0.1309, -0.2669], [4.7597, 1.2362, 3.6017], [1.4121, -2.5226, -2.8262], [2.6903, -1.9227, 2.7930], [-2.1124, -0.9102, 3.9914], [-1.7832, -0.4955, 2.7164], [4.7830, -0.4552, 3.0715], [1.7402, -1.3992, 2.2258], [-1.5286, 2.6366, 0.8703], [-0.0376, 2.3797, -2.5616], [-5.0886, -2.0628, -2.5772], [2.2370, -2.8581, -3.4588], [6.0620, -0.9934, -1.9618], [5.9132, 0.5132, -0.0233], [4.8923, 0.5776, 2.7394], [5.9122, 0.7184, 2.3731], [-3.5010, 0.0619, -1.4820], [1.1837, -4.7314, -1.1515], [-3.3002, 3.7522, 1.3040], [-2.3415, -1.9728, -2.3654], [2.8989, -4.4830, -1.5065], [1.1312, 2.1066, -0.4380], [-1.0397, 4.9977, 0.4108], [3.9266, -0.0737, 0.5099], [2.2884, -4.1665, 0.1185], [-4.2114, 0.6350, -2.5278], [-3.8888, 0.3201, 1.9977], [-4.2987, 2.0117, -2.6542], [1.6787, -0.9013, 0.9739], [1.1846, -1.4871, -3.0788], [0.0766, 0.1976, -1.4922], [-2.8695, 0.9120, -0.5694], [3.2970, 2.5801, 0.3870], [5.1606, -0.9730, -1.3614], [-2.6747, -1.7855, -3.3896], [0.4330, -1.2533, 2.9787], [0.8759, -2.3218, -0.7898], [4.0804, -1.7647, -1.7038], [2.8762, 0.8463, 2.1153], [0.9591, -2.1650, 4.8246], [-1.3495, -1.8357, 5.7669], [-2.2578, 3.2248, 0.3101], [3.8632, 0.9138, 1.6562], [2.9147, -1.7497, -0.9483], [-4.8517, 2.4444, -3.4790], [4.1405, -2.4014, -2.5776]], "lowdin_charge": [0.107, -0.010, -0.155, 0.105, -0.372, 0.117, 0.073, 0.073, 0.077, -0.023, 0.065, -0.064, 0.053, 0.123, 0.071, 0.072, -0.074, -0.124, -0.474, -0.059, 0.048, 0.077, 1.418, -0.044, 0.068, 0.082, 0.027, -0.331, -0.382, 0.303, -0.058, 0.076, -0.026, -0.033, 0.073, -0.065, 0.061, 0.025, -0.140, 0.067, -0.474, 0.115, -0.339, 0.067, 0.070, 0.098, 0.107, -0.069, 0.071, -0.133, 0.072, -0.059, -0.055, 0.077, -0.410, 0.079, -0.128, 0.077, -0.035, 0.062, -0.066, -0.027, 0.073, -0.517, -0.162, 0.062, -0.066, 0.086, -0.141, 0.087, -0.035, 0.120, 0.123, 0.111, -0.366, -0.369, -0.136, 0.098, 0.106]}


Computed E, in the same sequence as the records: -96252.531; -64040.380; -64034.493 eV.
Computed energy above the lowest of the compared OMol25 structures with the same formula, charge and spin, in the same sequence as the records: 0.000; 0.440; 0.000 eV.